#P
Molecular formula: C11H44O11
Method: DFT, ωB97M-V with the def2-TZVPD basis set

Molar mass ... 352.5 g/mol
Charge ... 0
SMILES ... CO.CO.CO.CO.CO.CO.CO.CO.CO.CO.CO
E_HOMO ... -9.6 eV
Orbital gap ... 9.8980 eV
Spin multiplicity ... 1

Geometry as XYZ:
```
66
Properties=species:S:1:pos:R:3:lowdin_charge:R:1
C 13.92 10.28 9.81 -0.0569
O 15.28 9.89 10.36 -0.1349
H 14.08 10.91 8.98 0.0572
H 13.39 9.35 9.60 0.0703
H 13.37 10.87 10.55 0.0620
H 15.69 10.70 10.62 0.0405
C 5.37 8.20 9.46 -0.1267
O 6.39 7.42 8.81 -0.1604
H 5.65 9.29 9.56 0.0718
H 4.46 8.13 8.83 0.0836
H 5.06 7.83 10.43 0.0743
H 7.04 7.25 9.54 0.0499
C 10.30 9.49 8.62 -0.1226
O 10.27 8.80 9.85 -0.1358
H 10.65 10.50 8.73 0.0632
H 10.94 8.89 7.97 0.0888
H 9.29 9.47 8.15 0.0632
H 10.55 9.46 10.47 0.0230
C 14.41 6.85 12.44 -0.1422
O 13.65 6.97 11.21 -0.1545
H 13.83 6.25 13.18 0.0887
H 15.38 6.44 12.29 0.0637
H 14.42 7.79 12.95 0.0520
H 13.93 7.75 10.65 0.0602
C 6.01 10.95 12.26 -0.1850
O 5.02 11.13 11.26 -0.1590
H 5.59 10.29 13.00 0.0608
H 6.91 10.40 11.90 0.0702
H 6.39 11.90 12.77 0.0938
H 5.40 11.64 10.50 0.0318
C 9.08 11.50 5.64 -0.1378
O 9.52 12.83 5.86 -0.1177
H 8.09 11.52 5.29 0.0545
H 9.73 11.04 4.89 0.0987
H 9.19 10.98 6.58 0.0511
H 9.88 13.18 5.06 0.0674
C 9.63 5.88 9.69 -0.1037
O 8.61 6.76 10.30 -0.1685
H 10.58 5.91 10.26 0.0661
H 9.26 4.81 9.73 0.0945
H 9.98 6.25 8.66 0.0913
H 9.02 7.63 10.30 0.0182
C 11.93 13.58 9.28 -0.1464
O 11.80 12.69 8.17 -0.1484
H 11.88 12.95 10.22 0.0723
H 12.90 14.07 9.22 0.0734
H 11.19 14.37 9.30 0.0719
H 10.93 12.85 7.74 0.0598
C 7.16 8.76 5.48 -0.1768
O 7.46 9.12 6.81 -0.1800
H 8.03 8.45 4.92 0.0665
H 6.42 7.93 5.39 0.0925
H 6.72 9.65 4.93 0.0847
H 7.20 8.33 7.37 0.0684
C 7.23 11.96 8.50 -0.0817
O 6.21 12.63 9.31 -0.1183
H 7.60 12.56 7.70 0.0601
H 8.08 11.82 9.20 0.0888
H 6.89 10.93 8.24 0.0746
H 5.46 12.74 8.78 0.0610
C 11.61 10.25 12.96 -0.1190
O 10.89 10.65 11.82 -0.1260
H 12.08 9.27 12.66 0.1051
H 12.48 10.86 13.10 0.0663
H 11.02 10.15 13.86 0.0805
H 10.63 11.55 11.85 0.0654
```



#Q
Molecular formula: C11H44O11
Method: DFT, ωB97M-V with the def2-TZVPD basis set

Molar mass ... 352.5 g/mol
Charge ... 0
SMILES ... CO.CO.CO.CO.CO.CO.CO.CO.CO.CO.CO
E_HOMO ... -9.1 eV
Orbital gap ... 9.3342 eV
Spin multiplicity ... 1

Geometry as XYZ:
```
66
Properties=species:S:1:pos:R:3:lowdin_charge:R:1
C 0.10 0.83 -0.62 -0.1247
O 1.33 0.55 -1.28 -0.1242
H 0.38 0.81 0.43 0.0499
H -0.24 1.81 -0.95 0.0841
H -0.71 0.16 -0.92 0.0847
H 1.76 -0.24 -0.93 0.0385
C 1.05 -1.05 -4.44 -0.1397
O -0.30 -1.53 -4.53 -0.1210
H 1.15 -0.21 -5.12 0.0836
H 1.22 -0.62 -3.45 0.0544
H 1.74 -1.84 -4.71 0.0706
H -0.42 -2.18 -3.83 0.0758
C -2.54 2.54 2.66 -0.1420
O -1.38 2.53 1.82 -0.1393
H -2.68 3.51 3.14 0.0836
H -3.43 2.35 2.07 0.0641
H -2.49 1.71 3.36 0.0848
H -0.66 2.09 2.29 0.0340
C -0.50 -4.25 0.51 -0.1452
O -0.51 -2.92 0.02 -0.1441
H 0.50 -4.64 0.31 0.0713
H -0.59 -4.30 1.60 0.0794
H -1.23 -4.88 0.02 0.0853
H 0.09 -2.33 0.48 0.0213
C 1.63 1.11 4.41 -0.1215
O 0.86 1.17 3.22 -0.1383
H 1.11 0.61 5.22 0.0889
H 2.55 0.52 4.32 0.0875
H 1.94 2.10 4.76 0.0884
H 1.45 1.54 2.55 0.1060
C 2.82 -2.88 -1.88 -0.1362
O 3.67 -2.17 -0.99 -0.1196
H 1.82 -2.47 -1.87 0.0646
H 3.27 -2.87 -2.88 0.0799
H 2.76 -3.96 -1.67 0.0843
H 4.33 -2.80 -0.69 0.0888
C -3.00 -0.20 1.02 -0.1646
O -3.05 -1.52 0.49 -0.1171
H -3.56 0.49 0.38 0.0829
H -3.34 -0.23 2.06 0.0778
H -1.95 0.09 1.06 0.0527
H -2.10 -1.72 0.38 0.0249
C 1.51 -2.11 2.41 -0.0970
O 0.74 -1.17 1.66 -0.1671
H 2.57 -1.91 2.26 0.0827
H 1.25 -2.08 3.47 0.0906
H 1.25 -3.10 2.03 0.0606
H 0.79 -0.32 2.15 0.0464
C 4.75 1.11 -0.18 -0.1581
O 3.99 0.39 0.77 -0.1381
H 4.03 1.40 -0.96 0.0741
H 5.19 2.03 0.21 0.0765
H 5.55 0.55 -0.66 0.0772
H 3.73 -0.45 0.39 0.0225
C -2.78 1.52 -3.31 -0.1795
O -2.90 0.42 -4.17 -0.1080
H -1.81 1.62 -2.83 0.0621
H -3.08 2.46 -3.78 0.0759
H -3.51 1.49 -2.49 0.0638
H -2.04 -0.02 -4.27 0.0389
C -3.98 4.13 -0.10 -0.1545
O -2.90 3.38 -0.63 -0.1362
H -4.84 3.48 0.09 0.0764
H -3.67 4.61 0.83 0.0726
H -4.30 4.86 -0.84 0.0778
H -2.41 2.99 0.11 0.0257
```



Q: Which of them is the most stable? A: #Q.



#P
Molecular formula: H28O18S
Method: DFT, ωB97M-V with the def2-TZVPD basis set

Molar mass ... 348.3 g/mol
Charge ... -2
E_HOMO ... -4.3 eV
Orbital gap ... 9.2888 eV
Spin multiplicity ... 1

Geometry as XYZ:
```
47
Properties=species:S:1:pos:R:3:lowdin_charge:R:1
S -0.06 0.26 -0.01 0.3787
O 0.39 1.02 -1.14 -0.3262
O 1.10 -0.06 0.80 -0.3188
O -0.95 1.12 0.67 -0.3135
O -0.71 -0.94 -0.50 -0.3248
O 2.51 1.90 -2.46 -0.0605
H 1.69 1.64 -2.15 -0.0746
H 3.18 1.82 -1.74 0.0298
O 3.27 1.52 0.38 -0.0542
H 2.48 0.97 0.51 -0.0039
H 2.91 2.38 0.24 0.0318
O 0.07 3.17 1.95 -0.0425
H 0.39 3.72 1.27 -0.0026
H -0.32 2.41 1.50 -0.0312
O -0.53 0.01 -3.51 -0.0872
H -1.39 -0.29 -3.15 -0.0128
H -0.02 0.13 -2.70 -0.0254
O -0.83 3.31 -1.58 -0.0562
H -0.33 2.58 -1.22 -0.0364
H -0.16 3.59 -2.20 0.0208
O -1.30 -3.32 -0.82 -0.0656
H -0.55 -3.68 -1.29 0.0240
H -1.18 -2.37 -0.72 -0.0542
O 1.27 -1.72 -2.10 -0.0269
H 0.75 -2.32 -2.62 0.0322
H 0.59 -1.27 -1.64 -0.0669
O -2.56 -1.14 -2.18 -0.0806
H -1.90 -0.92 -1.44 0.0071
H -3.40 -1.29 -1.79 0.0323
O 2.08 0.64 2.91 -0.0996
H 2.79 1.21 2.62 -0.0117
H 1.63 0.33 2.08 -0.0534
O -2.23 -2.38 1.91 -0.0372
H -1.58 -2.56 1.28 -0.0354
H -1.81 -2.57 2.76 0.0600
O 2.64 -2.11 0.84 -0.0271
H 3.38 -1.58 0.69 0.0291
H 1.93 -1.53 0.68 -0.0313
O -2.91 0.19 2.09 -0.0907
H -2.64 -0.73 2.15 -0.0428
H -2.14 0.62 1.70 -0.0359
O -2.66 3.01 0.57 -0.0838
H -2.05 2.23 0.65 -0.0237
H -3.03 3.12 1.44 0.0072
O 0.46 -3.14 1.91 -0.0397
H 0.45 -4.09 1.93 0.0326
H 1.27 -2.89 1.44 -0.0086
```



#Q
Molecular formula: H28O18S
Method: DFT, ωB97M-V with the def2-TZVPD basis set

Molar mass ... 348.3 g/mol
Charge ... -2
E_HOMO ... -4.1 eV
Orbital gap ... 9.0365 eV
Spin multiplicity ... 1

Geometry as XYZ:
```
47
Properties=species:S:1:pos:R:3:lowdin_charge:R:1
S 0.02 -0.50 -0.04 0.5195
O 0.74 0.07 -1.19 -0.3199
O -1.10 0.35 0.27 -0.3188
O -0.37 -1.84 -0.26 -0.2869
O 1.02 -0.41 1.10 -0.3564
O -0.46 2.35 1.24 -0.0538
H 0.45 1.93 1.43 0.0664
H -0.84 1.62 0.72 -0.0592
O 0.35 -0.97 -3.38 -0.1101
H 0.52 -1.87 -3.12 -0.0485
H 0.43 -0.41 -2.54 -0.0288
O 3.36 -1.44 1.10 -0.0856
H 2.54 -0.91 1.35 -0.0009
H 4.09 -0.90 1.39 0.0167
O 0.58 2.64 -1.51 0.0784
H 0.87 2.90 -2.27 -0.0339
H 0.69 1.80 -1.27 -0.0692
O -2.15 -0.47 2.29 -0.1532
H -1.36 -0.34 2.89 -0.0038
H -1.86 0.07 1.41 -0.0044
O -1.82 1.70 -2.63 -0.0961
H -2.33 1.10 -1.94 0.0910
H -0.96 1.96 -2.36 -0.0451
O 0.52 -1.44 2.99 -0.1258
H 0.16 -0.56 3.65 0.1737
H 0.79 -1.22 2.16 -0.1847
O 0.64 -3.60 -2.20 -0.1045
H -0.30 -4.05 -2.43 0.1338
H 0.29 -3.09 -1.48 -0.0341
O -2.62 -2.05 -1.36 -0.0359
H -3.17 -2.26 -0.72 -0.0732
H -1.82 -2.14 -0.71 0.0278
O -1.82 4.09 0.22 -0.1917
H -1.21 3.21 0.59 0.0078
H -2.27 4.41 1.00 -0.0192
O -0.06 -3.91 1.41 -0.1992
H -0.22 -3.07 0.80 0.0073
H 1.04 -3.93 1.38 0.1274
O 2.03 1.67 1.90 -0.0135
H 1.86 0.84 1.47 -0.0422
H 2.88 1.90 1.63 0.0339
O 3.41 0.44 -1.26 -0.0401
H 3.70 0.60 -2.07 -0.0735
H 2.41 0.38 -1.06 0.0452
O -3.28 1.70 0.49 -0.0448
H -2.99 2.50 0.66 -0.1132
H -2.42 1.11 0.28 0.0414
```



Q: Which of them is the most stable? A: #P.



#P
Molecular formula: C5H5NO2S
Method: DFT, ωB97M-V with the def2-TZVPD basis set

Molar mass ... 143.2 g/mol
Charge ... 0
E_HOMO (spin up / spin down) ... -9.3 / -9.0 eV
Orbital gap (spin up / spin down) ... 6.8478 / 6.5732 eV
Spin multiplicity ... 1

Geometry as XYZ:
```
14
Properties=species:S:1:pos:R:3:lowdin_charge:R:1
C 1.37 -1.15 -0.03 -0.0802
C -0.08 -1.22 -0.11 -0.1332
C 2.08 -0.03 0.17 -0.1590
C -0.94 -0.22 0.36 -0.0616
C 0.61 1.74 0.06 0.0266
N 1.73 1.28 -0.01 0.0337
O -3.07 1.33 -0.24 -0.4568
O -3.41 -0.97 0.65 -0.4277
S -2.81 -0.12 -0.36 0.7773
H 1.88 -2.08 -0.08 0.0978
H -0.55 -2.08 -0.63 0.1158
H 3.15 -0.07 0.44 0.1192
H 0.35 2.62 -0.59 0.1360
H -0.32 0.96 0.35 0.0120
```



#Q
Molecular formula: C5H5NO2S
Method: DFT, ωB97M-V with the def2-TZVPD basis set

Molar mass ... 143.2 g/mol
Charge ... 0
E_HOMO (spin up / spin down) ... -7.8 / -7.8 eV
Orbital gap (spin up / spin down) ... 7.4407 / 7.4416 eV
Spin multiplicity ... 1

Geometry as XYZ:
```
14
Properties=species:S:1:pos:R:3:lowdin_charge:R:1
C -1.11 1.38 0.07 -0.2067
C -0.12 2.34 0.00 -0.4409
C -0.86 0.04 0.00 -0.1458
C 1.55 0.36 0.38 -0.2837
C 2.63 -0.56 0.09 -0.6951
N 2.19 -1.76 -0.37 0.1523
O 3.80 -0.33 0.33 0.0261
O -1.46 -1.02 0.44 0.0642
S 1.54 1.95 -0.06 1.0324
H -2.14 1.74 0.00 0.1183
H -0.34 3.39 -0.13 0.0539
H 2.85 -2.48 -0.58 0.1086
H 1.20 -1.92 -0.52 0.0833
H -2.11 -0.87 1.15 0.1332
```



Q: Which of them is the most stable? A: #Q.



#P
Molecular formula: C38H46BrCl2N8O4PSTa
Method: DFT, ωB97M-V with the def2-TZVPD basis set

Molar mass ... 1073.6 g/mol
Charge ... +3
E_HOMO ... -15.2 eV
Orbital gap ... 5.6300 eV
Spin multiplicity ... 1

Geometry as XYZ:
```
102
Properties=species:S:1:pos:R:3:lowdin_charge:R:1
Ta -0.35 -0.15 0.29 1.6428
Cl -0.40 7.08 0.49 0.7585
C 0.36 5.72 -0.21 -0.6710
C 0.57 4.58 0.59 -0.0531
C 1.17 3.55 -0.07 -0.1924
N 1.65 2.18 0.03 0.0409
C 2.55 1.74 1.01 -0.3747
O 3.67 1.37 0.78 0.1909
C 1.89 1.63 2.35 -0.1864
C 2.48 2.23 3.45 0.0487
C 1.91 2.05 4.70 0.0194
C 0.77 1.25 4.78 0.0020
C 0.25 0.68 3.63 -0.1068
N 0.79 0.86 2.41 0.0192
C 1.56 3.61 -1.41 -0.1320
C 1.38 4.70 -2.21 -0.0071
C 0.73 5.77 -1.57 -0.6594
Cl 0.40 7.18 -2.47 0.7677
N 2.06 2.29 -1.34 0.1115
C 2.72 1.42 -2.15 -0.3641
O 2.98 1.68 -3.30 0.1380
C 3.08 0.13 -1.48 -0.1748
C 4.35 -0.40 -1.68 0.0411
C 4.72 -1.54 -0.97 0.0235
C 3.79 -2.16 -0.16 0.0374
C 2.52 -1.59 -0.07 -0.4011
N 2.17 -0.47 -0.69 0.1100
H 0.27 4.57 1.63 0.1161
H 3.36 2.84 3.31 0.1437
H 2.34 2.50 5.58 0.1374
H 0.29 1.06 5.73 0.1289
H -0.64 0.07 3.68 0.1046
H 1.70 4.77 -3.24 0.1259
H 5.03 0.10 -2.34 0.1415
H 5.72 -1.92 -1.04 0.1359
H 4.03 -3.04 0.40 0.1213
H 1.72 -3.04 0.96 -0.0138
C -2.45 -3.79 4.40 -0.0085
C -2.33 -2.90 3.22 -0.1992
C -3.46 -2.40 2.55 0.0465
C -3.32 -1.52 1.49 -0.0093
C -2.04 -1.16 1.12 -0.3281
Br -1.63 1.98 0.31 0.4069
N -0.98 -1.62 1.76 -0.1221
C -1.07 -2.48 2.77 -0.0533
H -3.45 -4.20 4.49 0.0988
H -2.25 -3.22 5.30 0.1083
H -1.73 -4.60 4.36 0.0997
H -4.44 -2.69 2.89 0.1413
H -4.19 -1.12 0.98 0.1236
H -0.16 -2.82 3.23 0.1374
O -0.68 -0.66 -1.54 -0.4578
P -0.68 -0.79 -3.11 0.7051
N -2.19 -1.19 -3.66 -0.1692
C -2.67 -2.58 -3.60 -0.1745
C -4.15 -2.51 -3.94 -0.1419
C -4.27 -1.23 -4.77 -0.1407
C -3.28 -0.29 -4.08 -0.1674
N -0.13 0.68 -3.60 -0.1621
C 0.42 0.93 -4.94 -0.1566
C -0.47 2.02 -5.54 -0.1330
C -0.83 2.87 -4.32 -0.1246
C -0.87 1.88 -3.15 -0.2080
N 0.43 -1.96 -3.39 -0.1653
C 0.72 -2.38 -4.77 -0.1741
C 1.02 -3.88 -4.71 -0.1324
C 0.43 -4.34 -3.37 -0.1516
C 0.63 -3.11 -2.49 -0.1893
H -2.48 -3.01 -2.62 0.1165
H -2.14 -3.17 -4.36 0.1139
H -4.75 -2.43 -3.03 0.1183
H -4.48 -3.39 -4.49 0.1261
H -5.28 -0.82 -4.76 0.1273
H -3.97 -1.41 -5.80 0.1267
H -3.75 0.17 -3.20 0.1253
H -2.91 0.48 -4.74 0.1091
H 0.43 0.03 -5.54 0.1007
H 1.44 1.30 -4.82 0.1074
H -1.36 1.58 -5.99 0.1091
H 0.05 2.60 -6.30 0.1296
H -1.78 3.38 -4.44 0.1270
H -0.06 3.61 -4.15 0.0940
H -1.89 1.62 -2.87 0.0856
H -0.37 2.31 -2.28 0.0501
H 1.58 -1.82 -5.15 0.1218
H -0.14 -2.17 -5.41 0.1148
H 2.10 -4.04 -4.70 0.1227
H 0.61 -4.41 -5.56 0.1259
H 0.96 -5.21 -2.99 0.1105
H -0.63 -4.58 -3.47 0.1031
H 1.66 -3.09 -2.12 0.1163
H -0.05 -3.06 -1.63 0.1021
C 2.87 -6.01 2.41 -0.3581
S 1.67 -5.20 1.32 0.7669
C 1.51 -6.49 0.06 -0.3603
O 1.52 -2.11 0.68 -0.0590
H 2.44 -6.95 2.75 0.0494
H 3.07 -5.36 3.26 0.0405
H 3.78 -6.19 1.85 0.0472
H 1.16 -7.39 0.54 0.0513
H 2.47 -6.66 -0.41 0.0511
H 0.78 -6.15 -0.67 0.0181
```



#Q
Molecular formula: C38H46BrCl2N8O4PSTa
Method: DFT, ωB97M-V with the def2-TZVPD basis set

Molar mass ... 1073.6 g/mol
Charge ... +3
E_HOMO ... -15.2 eV
Orbital gap ... 6.2754 eV
Spin multiplicity ... 1

Geometry as XYZ:
```
102
Properties=species:S:1:pos:R:3:lowdin_charge:R:1
Ta 0.14 -0.35 1.29 1.9385
Cl -3.01 5.68 1.50 0.7648
C -2.74 3.99 1.48 -0.6772
C -1.49 3.51 1.82 -0.0225
C -1.28 2.14 1.82 -0.2132
N -0.07 1.47 2.15 -0.0740
C 0.69 2.05 3.18 -0.4120
O 0.33 2.94 3.89 0.1818
C 2.04 1.45 3.26 -0.1913
C 2.99 2.04 4.06 0.0548
C 4.28 1.52 4.05 0.0232
C 4.52 0.45 3.20 -0.0007
C 3.49 -0.09 2.46 -0.1151
N 2.23 0.38 2.48 0.0298
C -2.28 1.26 1.42 -0.2068
C -3.54 1.74 1.06 -0.0318
C -3.77 3.10 1.11 -0.6794
Cl -5.31 3.69 0.66 0.7743
N -1.85 -0.08 1.49 -0.0752
C -2.75 -1.12 1.52 -0.4419
O -3.82 -1.14 0.98 0.1526
C -2.25 -2.20 2.43 -0.2169
C -3.13 -3.15 2.89 0.0316
C -2.69 -4.05 3.86 0.0159
C -1.40 -3.89 4.33 -0.0011
C -0.59 -2.90 3.80 -0.0979
N -0.97 -2.06 2.83 0.0437
H -0.73 4.20 2.12 0.1239
H 2.70 2.89 4.67 0.1448
H 5.06 1.96 4.65 0.1380
H 5.51 0.02 3.11 0.1296
H 3.72 -0.91 1.80 0.0879
H -4.34 1.07 0.77 0.1145
H -4.14 -3.16 2.50 0.1432
H -3.35 -4.80 4.27 0.1366
H -1.01 -4.51 5.14 0.1302
H 0.37 -2.73 4.25 0.0982
C 3.71 -5.04 3.38 -0.0097
C 3.32 -4.14 2.25 -0.2090
C 3.87 -4.26 0.98 0.0407
C 3.54 -3.34 0.00 -0.0531
C 2.60 -2.38 0.32 -0.7551
Br 2.27 -0.92 -0.82 1.0454
N 1.96 -2.29 1.48 -0.0830
C 2.39 -3.12 2.44 -0.0792
H 4.78 -5.26 3.35 0.1010
H 3.18 -6.00 3.30 0.1052
H 3.47 -4.61 4.35 0.0914
H 4.60 -5.04 0.77 0.1465
H 4.02 -3.34 -0.97 0.1295
H 2.04 -2.93 3.43 0.1026
O -0.12 0.78 -0.30 -0.4697
P -0.24 1.29 -1.78 0.6431
N -1.08 2.65 -2.03 -0.1376
C -2.55 2.72 -2.29 -0.1467
C -2.89 4.20 -2.16 -0.1423
C -1.60 4.90 -2.57 -0.1321
C -0.52 4.03 -1.94 -0.1545
N 1.32 1.58 -2.18 -0.2331
C 1.74 1.79 -3.60 -0.1662
C 3.00 2.65 -3.51 -0.1388
C 3.52 2.41 -2.09 -0.1541
C 2.23 2.34 -1.28 -0.2180
N -0.96 0.08 -2.62 -0.1571
C -1.04 0.16 -4.11 -0.1700
C -2.24 -0.71 -4.46 -0.1390
C -3.18 -0.52 -3.28 -0.1371
C -2.25 -0.46 -2.08 -0.1783
H -3.12 2.10 -1.59 0.0964
H -2.75 2.37 -3.30 0.1127
H -3.13 4.45 -1.13 0.0636
H -3.74 4.47 -2.78 0.1329
H -1.54 5.93 -2.23 0.1286
H -1.48 4.90 -3.66 0.1261
H -0.33 4.31 -0.90 0.1174
H 0.42 4.08 -2.50 0.1042
H 0.95 2.29 -4.17 0.1136
H 1.94 0.82 -4.06 0.1138
H 2.75 3.70 -3.64 0.1215
H 3.72 2.38 -4.28 0.1258
H 4.17 3.20 -1.74 0.1277
H 4.06 1.46 -2.03 0.1047
H 1.86 3.35 -1.09 0.1085
H 2.33 1.85 -0.31 0.0685
H -0.11 -0.21 -4.56 0.1113
H -1.19 1.19 -4.44 0.1119
H -1.93 -1.76 -4.55 0.1151
H -2.67 -0.43 -5.42 0.1294
H -3.92 -1.31 -3.18 0.1264
H -3.74 0.42 -3.39 0.1094
H -2.07 -1.45 -1.67 0.0666
H -2.64 0.15 -1.26 0.0905
C 0.21 -3.41 -2.11 -0.2070
S -0.28 -3.50 -0.39 0.9736
C -1.95 -4.08 -0.62 -0.1880
O -0.43 -2.03 0.07 -0.7294
H -0.03 -4.37 -2.57 0.0883
H 1.29 -3.25 -2.16 0.0291
H -0.31 -2.59 -2.59 0.0524
H -1.87 -5.13 -0.91 0.0873
H -2.48 -3.51 -1.39 0.0713
H -2.46 -4.01 0.34 0.0534
```



Q: Which of them is the most stable? A: #Q.